[1]
C3H8N2O | ωB97M-V/def2-TZVPD

Bonds (Å) are listed after each position.
Geometry (Å):
1 O -2.15 1.22 -1.20  C6 1.167
2 N 0.43 -0.02 0.11  C4 1.449, C5 1.455, H13 1.014
3 N -2.40 0.56 1.08  C6 1.222, H7 1.008
4 C 1.66 0.71 -0.14  N2 1.449, H8 1.104, H9 1.095, H10 1.096
5 C 0.47 -1.40 -0.34  N2 1.455, H11 1.097, H12 1.101, H14 1.096
6 C -2.31 0.91 -0.09  O1 1.167, N3 1.222
7 H -3.27 0.59 1.59  N3 1.008
8 H 2.56 0.23 0.26  C4 1.104
9 H 1.58 1.71 0.29  C4 1.095
10 H 1.78 0.83 -1.22  C4 1.096
11 H -0.53 -1.73 -0.66  C5 1.097
12 H 0.83 -2.11 0.42  C5 1.101
13 H 0.21 0.00 1.10  N2 1.014
14 H 1.14 -1.49 -1.20  C5 1.096

- calculated total energy (a.u.) = -303.84190
- E_HOMO (eV) = -8.640
- structure (SMILES) = N=C=O.CNC
- LUMO level (hartree) = 0.0310
- gap between HOMO and LUMO (eV) = 9.5

[2]
C3H8N2O | ωB97M-V/def2-TZVPD

Bonds (Å) are listed after each position.
Geometry (Å):
1 O -0.96 -1.01 -0.13  C5 1.343, H9 1.052
2 N 1.03 1.31 -0.94  C6 1.412, H11 1.036, H13 0.981
3 N 1.69 -0.92 -0.81  C6 1.309, H8 1.029
4 C -2.58 0.03 1.34  C5 1.397, H12 1.081, H14 1.091
5 C -1.37 -0.63 1.10  O1 1.343, C4 1.397, H10 1.060
6 C 2.04 0.33 -1.01  N2 1.412, N3 1.309, H7 1.073
7 H 3.05 0.61 -1.21  C6 1.073
8 H 2.45 -1.45 -1.26  N3 1.029
9 H 0.06 -1.09 -0.34  O1 1.052
10 H -0.83 -0.99 1.93  C5 1.060
11 H 0.13 0.80 -0.86  N2 1.036
12 H -3.52 -0.12 0.84  C4 1.081
13 H 1.27 2.08 -0.38  N2 0.981
14 H -2.47 1.05 1.74  C4 1.091

- calculated total energy (a.u.) = -303.74733
- E_HOMO (eV) = -7.392
- structure (SMILES) = [H]/N=C/N.C=CO
- LUMO level (hartree) = 0.0268
- gap between HOMO and LUMO (eV) = 8.1

[3]
C3H8N2O | ωB97M-V/def2-TZVPD

Bonds (Å) are listed after each position.
Geometry (Å):
1 O -1.29 -1.13 1.22  C4 1.202
2 N 0.57 0.31 -0.83  C5 1.488, C6 1.454, H10 1.005
3 N 0.20 0.27 2.19  C4 1.403, H8 0.991, H12 0.996
4 C -0.64 -0.12 1.14  O1 1.202, N3 1.403, C6 1.521
5 C 0.49 -0.95 -1.62  N2 1.488, H7 1.089, H13 1.087, H14 1.100
6 C -0.52 0.85 -0.03  N2 1.454, C4 1.521, H9 1.091, H11 1.103
7 H 1.32 -1.63 -1.45  C5 1.089
8 H 0.37 -0.46 2.84  N3 0.991
9 H -0.19 1.86 0.22  C6 1.091
10 H 0.93 0.96 -1.51  N2 1.005
11 H -1.49 0.95 -0.55  C6 1.103
12 H 0.33 1.25 2.31  N3 0.996
13 H 0.31 -0.63 -2.64  C5 1.087
14 H -0.39 -1.52 -1.30  C5 1.100

- calculated total energy (a.u.) = -303.84108
- E_HOMO (eV) = -8.793
- structure (SMILES) = CNCC(N)=O
- LUMO level (hartree) = 0.0334
- gap between HOMO and LUMO (eV) = 9.7

[4]
C3H8N2O | ωB97M-V/def2-TZVPD

Bonds (Å) are listed after each position.
Geometry (Å):
1 O -2.68 0.11 -1.60  C5 1.211
2 N -0.48 -0.51 -1.55  C5 1.378, H9 1.012, H10 1.007
3 N -1.12 1.57 -0.78  C5 1.387, H11 1.009, H12 1.008
4 C 2.05 -0.69 1.54  C6 1.321, H8 1.081, H14 1.083
5 C -1.52 0.37 -1.34  O1 1.211, N2 1.378, N3 1.387
6 C 0.74 -0.57 1.69  C4 1.321, H7 1.082, H13 1.081
7 H 0.32 0.06 2.47  C6 1.082
8 H 2.47 -1.32 0.77  C4 1.081
9 H 0.43 -0.13 -1.73  N2 1.012
10 H -0.71 -1.30 -2.14  N2 1.007
11 H -0.34 1.54 -0.15  N3 1.009
12 H -1.90 2.10 -0.41  N3 1.008
13 H 0.02 -1.07 1.06  C6 1.081
14 H 2.74 -0.17 2.19  C4 1.083

- calculated total energy (a.u.) = -303.86294
- E_HOMO (eV) = -10.025
- structure (SMILES) = NC(N)=O.C=C
- LUMO level (hartree) = 0.0307
- gap between HOMO and LUMO (eV) = 10.9

[5]
C3H8N2O | ωB97M-V/def2-TZVPD

Bonds (Å) are listed after each position.
Geometry (Å):
1 O 1.53 0.37 2.74  C5 1.176
2 N -1.12 0.11 -0.78  N3 1.369, C4 1.513, H13 1.050
3 N -0.40 0.96 -1.58  N2 1.369, H7 1.124, H10 1.002
4 C -0.29 -0.89 -0.01  N2 1.513, C6 1.501, H9 1.147, H14 1.183
5 C 0.76 0.31 1.85  O1 1.176, C6 1.478, H8 1.048
6 C 0.99 -0.35 0.55  C4 1.501, C5 1.478, H11 1.086, H12 1.024
7 H -0.33 0.55 -2.62  N3 1.124
8 H -0.20 0.73 1.87  C5 1.048
9 H -0.05 -1.71 -0.78  C4 1.147
10 H -0.79 1.88 -1.57  N3 1.002
11 H 1.41 0.36 -0.16  C6 1.086
12 H 1.70 -1.07 0.72  C6 1.024
13 H -2.10 -0.16 -1.01  N2 1.050
14 H -1.13 -1.10 0.79  C4 1.183

- calculated total energy (a.u.) = -303.76355
- E_HOMO (eV) = -8.658
- structure (SMILES) = NNCCC=O
- LUMO level (hartree) = 0.0341
- gap between HOMO and LUMO (eV) = 9.6

[6]
C3H8N2O | ωB97M-V/def2-TZVPD

Bonds (Å) are listed after each position.
Geometry (Å):
1 O 0.49 0.64 -1.23  C4 1.218
2 N -0.93 -0.84 -0.21  C4 1.369, C6 1.447, H7 1.009
3 N 0.90 -0.06 0.95  C4 1.414, C5 1.454, H12 1.013
4 C 0.18 -0.04 -0.27  O1 1.218, N2 1.369, N3 1.414
5 C 1.75 1.10 1.17  N3 1.454, H10 1.094, H11 1.094, H14 1.097
6 C -1.91 -0.78 -1.27  N2 1.447, H8 1.098, H9 1.091, H13 1.092
7 H -1.25 -1.04 0.72  N2 1.009
8 H -2.72 -0.07 -1.04  C6 1.098
9 H -1.41 -0.44 -2.18  C6 1.091
10 H 2.22 1.01 2.15  C5 1.094
11 H 1.11 1.99 1.18  C5 1.094
12 H 1.38 -0.94 1.08  N3 1.013
13 H -2.35 -1.77 -1.44  C6 1.092
14 H 2.51 1.24 0.39  C5 1.097

- calculated total energy (a.u.) = -303.87486
- E_HOMO (eV) = -9.511
- structure (SMILES) = CNC(=O)NC
- LUMO level (hartree) = 0.0348
- gap between HOMO and LUMO (eV) = 10.5

[7]
C3H8N2O | ωB97M-V/def2-TZVPD

Bonds (Å) are listed after each position.
Geometry (Å):
1 O 0.92 0.21 -1.16  C5 1.222
2 N 0.60 0.18 1.10  C5 1.371, C6 1.440, H10 1.008
3 N -1.22 0.30 -0.32  C4 1.450, C5 1.387, H13 1.010
4 C -1.80 0.09 -1.63  N3 1.450, H7 1.099, H11 1.094, H12 1.091
5 C 0.16 0.22 -0.20  O1 1.222, N2 1.371, N3 1.387
6 C 1.95 -0.21 1.40  N2 1.440, H8 1.092, H9 1.094, H14 1.093
7 H -2.00 -0.98 -1.82  C4 1.099
8 H 2.46 -0.44 0.46  C6 1.092
9 H 2.52 0.58 1.92  C6 1.094
10 H -0.06 0.24 1.86  N2 1.008
11 H -2.72 0.66 -1.72  C4 1.094
12 H -1.07 0.44 -2.37  C4 1.091
13 H -1.71 -0.15 0.44  N3 1.010
14 H 1.94 -1.10 2.03  C6 1.093

- calculated total energy (a.u.) = -303.87963
- E_HOMO (eV) = -9.352
- structure (SMILES) = CNC(=O)NC
- LUMO level (hartree) = 0.0312
- gap between HOMO and LUMO (eV) = 10.2

[8]
C3H8N2O | ωB97M-V/def2-TZVPD

Bonds (Å) are listed after each position.
Geometry (Å):
1 O -0.02 -1.99 0.15  C5 1.213
2 N -1.41 -1.53 -1.59  C5 1.355, H8 1.006, H11 1.009
3 N -0.12 1.66 0.77  C4 1.272, C6 1.450
4 C -0.43 0.70 1.54  N3 1.272, H10 1.081, H13 1.097
5 C -0.21 -1.82 -1.03  O1 1.213, N2 1.355, H9 1.100
6 C 1.30 1.82 0.53  N3 1.450, H7 1.094, H12 1.098, H14 1.092
7 H 1.48 2.38 -0.39  C6 1.094
8 H -1.60 -1.60 -2.58  N2 1.006
9 H 0.66 -1.93 -1.70  C5 1.100
10 H -1.42 0.38 1.83  C4 1.081
11 H -2.27 -1.49 -1.07  N2 1.009
12 H 1.83 0.86 0.44  C6 1.098
13 H 0.44 0.09 1.81  C4 1.097
14 H 1.75 2.45 1.30  C6 1.092

- calculated total energy (a.u.) = -303.82259
- E_HOMO (eV) = -9.360
- structure (SMILES) = C=NC.NC=O
- LUMO level (hartree) = 0.0340
- gap between HOMO and LUMO (eV) = 10.3

[9]
C3H8N2O | ωB97M-V/def2-TZVPD

Bonds (Å) are listed after each position.
Geometry (Å):
1 O -1.92 -1.78 0.41  C6 1.195
2 N 0.66 0.59 -0.10  C4 1.438, C5 1.398, H7 1.018
3 N -0.70 -0.32 1.82  C6 1.374, H9 1.006, H13 1.016
4 C 1.57 0.04 -1.07  N2 1.438, H8 1.085, H12 1.079, H14 1.158
5 C -0.66 0.21 -0.33  N2 1.398, C6 1.568, H10 1.088, H11 1.067
6 C -1.14 -0.90 0.66  O1 1.195, N3 1.374, C5 1.568
7 H 0.83 1.59 -0.23  N2 1.018
8 H 1.37 0.48 -2.04  C4 1.085
9 H -1.24 -0.71 2.57  N3 1.006
10 H -0.73 -0.18 -1.35  C5 1.088
11 H -1.47 0.91 -0.33  C5 1.067
12 H 1.35 -1.02 -1.09  C4 1.079
13 H -0.57 0.69 1.88  N3 1.016
14 H 2.64 0.39 -0.80  C4 1.158

- calculated total energy (a.u.) = -303.81797
- E_HOMO (eV) = -8.756
- structure (SMILES) = CNCC(N)=O
- LUMO level (hartree) = 0.0285
- gap between HOMO and LUMO (eV) = 9.5

[10]
C3H8N2O | ωB97M-V/def2-TZVPD

Bonds (Å) are listed after each position.
Geometry (Å):
1 O -1.81 -1.08 0.54  C5 1.259
2 N 1.20 0.82 0.78  C6 1.398, H11 1.010, H14 1.009
3 N -0.89 0.90 -0.84  C6 1.762, H7 1.016, H10 1.016, H12 1.085
4 C 0.79 -1.16 -0.56  C6 1.436, H9 1.077, H13 1.077
5 C -0.64 -0.82 0.94  O1 1.259, C6 1.483, H8 1.093
6 C 0.28 0.00 0.12  N2 1.398, N3 1.762, C4 1.436, C5 1.483
7 H -1.11 1.82 -0.48  N3 1.016
8 H -0.30 -1.05 1.96  C5 1.093
9 H 1.82 -1.45 -0.44  C4 1.077
10 H -0.62 0.91 -1.82  N3 1.016
11 H 1.99 1.12 0.21  N2 1.010
12 H -1.68 0.19 -0.59  N3 1.085
13 H 0.16 -1.74 -1.21  C4 1.077
14 H 0.82 1.52 1.39  N2 1.009

- calculated total energy (a.u.) = -303.75106
- E_HOMO (eV) = -6.796
- LUMO level (hartree) = 0.0241
- gap between HOMO and LUMO (eV) = 7.5

[11]
C3H8N2O | ωB97M-V/def2-TZVPD

Bonds (Å) are listed after each position.
Geometry (Å):
1 O 0.72 1.37 -1.62  C5 1.231
2 N -2.28 -0.08 1.06  C4 1.493, H8 1.021, H9 0.973
3 N -0.06 0.16 0.20  C4 1.440, C5 1.399, H14 1.024
4 C -1.32 -0.51 0.00  N2 1.493, N3 1.440, H7 1.168, H13 1.131
5 C 0.94 0.64 -0.66  O1 1.231, N3 1.399, C6 1.523
6 C 2.33 0.10 -0.38  C5 1.523, H10 1.159, H11 1.122, H12 1.099
7 H -1.68 -0.29 -1.08  C4 1.168
8 H -3.18 -0.50 0.81  N2 1.021
9 H -2.55 0.85 1.12  N2 0.973
10 H 2.57 0.03 0.76  C6 1.159
11 H 3.05 0.85 -0.81  C6 1.122
12 H 2.43 -0.94 -0.72  C6 1.099
13 H -1.20 -1.62 0.15  C4 1.131
14 H 0.23 -0.06 1.16  N3 1.024

- calculated total energy (a.u.) = -303.83922
- E_HOMO (eV) = -9.560
- structure (SMILES) = CC(=O)NCN
- LUMO level (hartree) = 0.0335
- gap between HOMO and LUMO (eV) = 10.5

[12]
C3H8N2O | ωB97M-V/def2-TZVPD

Bonds (Å) are listed after each position.
Geometry (Å):
1 O 1.40 -0.26 -1.53  C4 1.204
2 N -3.33 -0.49 0.83  C6 1.272, H13 1.016
3 N -1.40 -0.18 -0.39  C6 1.374, H7 1.006, H12 1.007
4 C 2.36 -0.17 -0.80  O1 1.204, C5 1.493, H10 1.108
5 C 2.33 0.15 0.66  C4 1.493, H8 1.096, H11 1.081, H14 1.089
6 C -2.62 0.25 0.07  N2 1.272, N3 1.374, H9 1.089
7 H -0.89 0.37 -1.06  N3 1.006
8 H 3.06 0.96 0.77  C5 1.096
9 H -2.94 1.21 -0.32  C6 1.089
10 H 3.34 -0.51 -1.17  C4 1.108
11 H 1.39 0.48 1.08  C5 1.081
12 H -1.33 -1.19 -0.47  N3 1.007
13 H -4.15 0.04 1.09  N2 1.016
14 H 2.76 -0.67 1.22  C5 1.089

- calculated total energy (a.u.) = -303.83500
- E_HOMO (eV) = -9.044
- structure (SMILES) = [H]/N=C/N.CC=O
- LUMO level (hartree) = 0.0328
- gap between HOMO and LUMO (eV) = 9.9